[1]
Here is 40 unconnected molecules or ions with the total composition H80O40 in a non-equilibrium geometry from the Open Molecules 2025 dataset. Energies are from wB97M-V/def2-TZVPD.

Net charge   0
HOMO   -9.71 eV
Gap between HOMO and LUMO   0.336 Ha
Total energy   -83188.6907 eV

Element x y z (Å)
H1 -5.1888 -0.7198 -1.6384
H2 -3.7784 -0.5962 -2.1187
O1 -4.7065 -0.6991 -2.4294
H3 0.0006 -5.5137 -2.8043
H4 -1.1293 -5.4505 -1.7544
O2 -0.3058 -5.9544 -1.8762
H5 2.3751 -3.2908 3.4992
H6 2.3099 -3.8456 4.9148
O3 2.8327 -3.8442 4.1945
H7 -3.2816 1.3560 -3.4176
H8 -2.2892 2.2225 -2.9133
O4 -2.9736 1.5075 -2.6139
H9 2.7681 0.3944 -1.8982
H10 4.0121 1.2979 -1.6019
O5 3.3391 1.1112 -2.0279
H11 2.7285 0.1765 2.8148
O6 2.6069 -0.4263 3.5982
H12 -4.8173 1.9024 3.2977
O7 -4.3579 1.1095 3.5018
H13 0.6893 -4.5755 -4.5486
H14 -0.4991 -3.8448 -4.6771
O8 -0.2164 -4.8791 -4.5925
H15 5.5976 -0.0946 3.5975
H16 4.4758 -0.6758 4.4254
O9 5.3597 -0.8401 4.0516
H17 -2.7992 -1.4646 0.1409
H18 -3.3585 -0.0878 -0.0919
O10 -2.8981 -0.7787 -0.4921
H19 -4.1551 2.3632 -0.4678
H20 -5.1276 2.8173 -1.6732
O11 -4.9671 2.8455 -0.7543
H21 -0.4201 3.2275 -3.0796
O12 -1.2675 3.1310 -3.4891
H22 -3.6865 -4.7696 -1.7353
H23 -2.8042 -3.4562 -2.1137
O13 -2.8888 -4.3560 -2.2638
H24 -3.5103 -4.8379 3.4408
H25 -2.5803 -4.5164 2.3701
O14 -3.0889 -4.0652 3.1956
H26 3.3094 5.8454 -1.9365
H27 3.5542 4.3007 -2.3377
O15 3.0177 4.8348 -1.7885
H28 1.9950 4.1568 3.8337
H29 1.0049 3.8414 4.9345
O16 1.9453 4.2055 4.7811
H30 0.9948 2.0045 -6.1844
H31 1.0622 2.9590 -5.1155
O17 0.8047 2.7903 -6.0348
H32 0.8816 1.8922 -0.5122
H33 1.2534 3.3071 -0.5461
O18 0.9326 2.5602 -1.0913
H34 3.8769 -0.1049 0.6557
O19 2.9884 -0.2119 0.6450
H35 -4.8000 -4.7194 0.6761
H36 -3.6727 -5.8302 0.7863
O20 -3.8502 -5.0096 0.2449
H37 1.4259 -4.5042 3.3766
O21 1.3776 -4.7721 2.4270
H38 -0.1861 6.4792 0.2837
H39 -0.4924 5.3852 -0.6296
O22 -0.0743 5.5716 0.2734
H40 -1.6629 2.6374 5.7130
H41 -0.6062 1.7862 6.1769
O23 -0.7521 2.3691 5.3612
H42 2.4001 2.1552 -3.1667
H43 3.3079 3.1677 -3.9365
O24 2.3924 2.9892 -3.7013
H44 -0.4747 0.1547 1.4238
H45 0.0758 -0.6503 2.5484
O25 0.0011 0.3018 2.2965
H46 0.3305 4.8786 -3.4312
H47 1.4271 4.9873 -2.2332
O26 0.4658 5.1538 -2.5272
H48 3.6368 -3.8481 -0.7869
H49 3.1587 -3.2864 0.5180
O27 3.9443 -3.1986 -0.1061
H50 -0.7140 0.5145 -2.3326
H51 -1.8658 -0.0119 -2.2648
O28 -0.9316 -0.3740 -2.1970
H52 5.5745 3.3970 0.2731
H53 5.1910 2.8076 1.6840
O29 4.9223 3.4525 0.9970
H54 2.8650 -2.4186 -2.3484
H55 2.7379 -2.8260 -3.7883
O30 3.3758 -3.0241 -3.1093
H56 -4.2455 -0.4380 2.4904
H57 -5.1615 -1.7067 2.7595
O31 -4.7304 -1.2554 2.0237
H58 0.8925 0.1137 -3.6176
O32 0.3789 0.5915 -4.1900
H59 -0.0209 4.8495 2.0417
H60 0.6466 5.5174 3.1934
O33 0.4280 4.7348 2.8365
H61 2.6123 0.8064 0.6447
H62 2.6485 0.0416 4.3889
H63 0.8009 -5.4710 2.1841
H64 -3.4300 1.4686 3.3789
H65 -1.2453 3.3878 -4.4195
H66 0.3341 0.5506 -5.0624
O34 0.8455 -1.3738 -0.8776
H67 -0.0972 -1.2967 -0.6238
H68 1.3729 -1.2054 -0.0592
O35 -1.8700 -1.6549 4.6664
H69 -1.4123 -1.4869 3.8200
H70 -2.1169 -0.5806 4.8172
O36 -0.0774 -2.3489 -3.2574
H71 -0.8095 -1.6175 -2.9527
H72 0.4604 -2.1374 -2.3977
O37 0.6709 -2.2085 2.2595
H73 1.0142 -3.0149 1.7610
H74 1.5718 -1.8608 2.4688
O38 -3.0668 -2.8194 0.9969
H75 -3.2864 -3.3795 0.3227
H76 -3.4077 -3.0161 1.7870
O39 4.9234 -0.7680 -0.8806
H77 4.6935 -1.7624 -0.4945
H78 5.1191 -1.3749 -1.6135
O40 -4.5132 4.3878 1.4625
H79 -4.5109 3.7162 0.8246
H80 -3.5593 4.6360 1.5448

Cartesian forces (eV/Å) of the 3 atoms listed first:
H -1.10 -0.11 1.72
H -1.15 -0.26 -0.12
O 1.55 0.11 -1.97

***

[2]
Here is 40 unconnected molecules or ions with the total composition H80O40 in a non-equilibrium geometry from the Open Molecules 2025 dataset. Energies are from wB97M-V/def2-TZVPD.

Net charge   +1
HOMO (alpha / beta)   -12.55 / -12.55 eV
Spin multiplicity   2
⟨S²⟩   0.756
Gap between HOMO and LUMO (alpha / beta)   0.352 / 0.101 Ha
Total energy   -83187.9322 eV

Element x y z (Å)
H1 1.6615 0.5830 0.1936
H2 1.8357 -0.5014 -0.8311
O1 1.8254 0.4633 -0.7758
H3 3.8297 5.1663 1.9080
H4 3.9598 4.2302 2.9977
O2 3.7142 4.2187 2.0629
H5 -2.8106 -5.1147 0.6411
H6 -2.2864 -4.9916 -0.7265
O3 -3.0376 -4.6903 -0.1956
H7 -1.5872 -1.3505 6.4229
H8 -0.7543 -1.3685 5.1231
O4 -0.7779 -1.6738 6.0323
H9 -0.0679 3.3185 -3.0995
H10 0.8023 3.5561 -4.2812
O5 0.0335 3.0280 -4.0215
H11 3.3590 -1.7638 0.5167
O6 3.8081 -1.5781 -0.3242
H12 -4.2021 1.1601 2.2122
O7 -4.6250 1.8215 1.6630
H13 1.5191 0.7753 5.3559
H14 0.8810 0.2750 4.0114
O8 1.6503 0.2397 4.5777
H15 -2.5904 3.8499 -2.6166
H16 -3.9645 3.6617 -3.2828
O9 -3.5396 3.9290 -2.4664
H17 1.7443 2.0595 1.9229
H18 0.2829 1.3015 2.1254
O10 1.0906 1.4318 1.6153
H19 -3.0188 0.9364 5.6557
H20 -3.3625 0.6669 4.0942
O11 -2.7322 0.6671 4.8105
H21 2.2492 -3.1184 3.4966
O12 1.4362 -2.8256 3.9192
H22 3.8389 -1.5165 -4.9069
H23 3.7978 -0.4342 -3.7727
O13 3.9688 -1.3572 -3.9723
H24 -4.2249 -0.8703 -4.0919
H25 -3.6903 0.3172 -3.3453
O14 -3.9007 0.0288 -4.2426
H26 0.8418 -5.7652 -1.5753
H27 1.4311 -5.3441 -2.9303
O15 0.7446 -5.8999 -2.5200
H28 -2.2845 4.4753 2.6552
H29 -3.6362 3.9805 2.7203
O16 -2.7441 3.6239 2.5763
H30 0.1357 -1.5723 -3.0738
H31 1.6277 -1.5300 -3.8778
O17 1.1008 -1.4798 -3.0860
H32 -0.9460 -3.7462 0.9308
H33 0.5813 -3.5825 0.6797
O18 -0.1075 -4.2260 0.8327
H34 -2.4254 -0.5986 -4.1309
O19 -1.5582 -0.5624 -3.6873
H35 -4.3426 -3.3323 -3.2490
H36 -3.0192 -2.7069 -2.8107
O20 -3.9023 -2.4876 -3.1164
H37 5.9240 -0.9767 1.9906
O21 5.5731 -0.2162 1.5249
H38 4.3564 -3.7700 -2.2315
H39 3.2909 -2.8682 -1.8148
O22 3.6851 -3.7079 -1.5427
H40 -0.1816 1.1181 -0.3185
H41 -1.0831 2.1805 -0.8001
O23 -1.0059 1.2027 -0.8164
H42 2.8392 4.5979 -1.8513
H43 3.4819 3.5974 -2.9260
O24 3.4936 4.4679 -2.5274
H44 3.9117 2.4062 -0.8081
H45 3.0959 2.6097 0.4197
O25 3.1047 2.8553 -0.5137
H46 -0.8102 5.9055 -1.9049
H47 -0.9195 4.5480 -1.1185
O26 -0.7792 4.9520 -1.9464
H48 -0.7265 -4.3696 -2.7591
H49 -1.2728 -3.2456 -3.4043
O27 -1.2153 -3.5644 -2.4857
H50 1.5644 4.9720 3.6891
H51 0.7117 4.6448 2.5004
O28 0.6594 5.0661 3.3789
H52 1.6398 -4.7756 2.0981
H53 2.0147 -4.9875 0.5740
O29 2.3264 -4.7075 1.4304
H54 -2.8172 -2.7685 0.1793
H55 -1.2669 -2.8111 -0.3395
O30 -1.9860 -2.3022 0.0323
H56 4.4008 2.2168 5.0906
H57 5.0050 1.1549 4.3941
O31 4.1032 1.4416 4.6071
H58 2.2251 4.0542 0.6299
O32 1.2917 4.0488 0.9039
H59 1.4867 -3.3839 -3.8139
H60 2.7189 -3.8264 -3.1474
O33 2.1562 -4.0845 -3.8936
H61 -1.8414 -0.1966 -2.8435
H62 3.9244 -0.6237 -0.2704
H63 5.3571 -0.3994 0.6233
H64 -3.9658 2.5219 1.5832
H65 1.5593 -1.8936 4.1482
H66 0.9665 3.2106 0.5527
O34 -4.0429 0.2035 -1.1710
H67 -3.2267 0.5138 -0.7791
H68 -4.7692 0.4352 -0.5867
O35 -5.3175 -3.0796 -0.6235
H69 -5.2338 -2.7363 -1.5167
H70 -4.4530 -3.4255 -0.4227
O36 -0.6047 2.3186 3.6298
H71 -0.3694 3.0515 4.1848
H72 -1.3777 1.7676 3.8120
O37 2.6137 1.5830 -2.8511
H73 2.4743 1.8992 -1.9386
H74 1.8002 1.8187 -3.3286
O38 -1.8077 3.5398 0.1386
H75 -2.7159 3.2456 0.0956
H76 -1.7651 3.9643 1.0081
O39 -4.7853 -2.0066 1.6645
H77 -5.5765 -2.4855 1.8913
H78 -5.0362 -1.4998 0.8875
O40 0.3075 -1.1131 0.8809
H79 0.5126 -1.4255 -0.0088
H80 -0.6497 -1.0431 0.8099

Cartesian forces (eV/Å) of the 3 atoms listed first:
H 0.16 0.62 0.82
H 0.59 -0.40 -1.00
O -0.99 -0.24 0.15

***

[3]
Here is 5 unconnected molecules or ions with the total composition H8IO4 from the Open Molecules 2025 dataset. Energies are from wB97M-V/def2-TZVPD.

Net charge   -1
HOMO   -4.63 eV
Gap between HOMO and LUMO   0.296 Ha
Total energy   -16423.7619 eV

Element x y z (Å)
I1 -15.7472 17.4733 -28.3086
O1 -19.3384 16.6693 -27.4232
H1 -18.4545 16.9720 -27.7012
H2 -19.1557 15.9713 -26.7880
O2 -12.6519 17.9993 -30.1052
H3 -12.6002 18.9282 -30.3537
H4 -13.2977 17.9851 -29.3682
O3 -13.2531 15.0817 -28.9471
H5 -13.1482 14.2730 -28.4355
H6 -14.1388 15.4190 -28.6931
O4 -15.9755 14.8934 -30.9597
H7 -15.9881 15.5942 -30.2772
H8 -16.6948 14.3065 -30.7074

Cartesian forces (eV/Å) of the 3 atoms listed first:
I -0.27 -0.01 0.14
O 0.06 0.03 -0.02
H -0.06 -0.04 0.02

***

[4]
Here is a molecular structure, H8Li3O16S3 in a non-equilibrium geometry from the Open Molecules 2025 dataset. Energies are from wB97M-V/def2-TZVPD.

Net charge   -3
HOMO   0.67 eV
Gap between HOMO and LUMO   0.098 Ha
Total energy   -66003.4111 eV

Element x y z (Å)
Li1 -1.8730 -4.2471 -0.0775
Li2 0.3390 0.1146 -1.0446
Li3 1.2163 -1.2077 3.5435
S1 3.0434 -4.9412 0.9454
O1 2.2008 -6.0073 1.3499
O2 2.2145 -3.7619 0.7288
O3 3.8696 -4.7046 2.0854
O4 3.9401 -5.2203 -0.1530
S2 -2.7421 1.6002 3.9053
O5 -2.8895 2.9992 3.6836
O6 -1.9530 1.3906 5.1369
O7 -4.0412 0.9010 4.0378
O8 -1.9673 1.0252 2.8183
S3 -4.5952 -2.4374 -3.1016
O9 -4.5320 -3.4455 -4.1672
O10 -3.1878 -2.1545 -2.7811
O11 -5.2635 -1.2266 -3.5363
O12 -5.1354 -2.9690 -1.8667
O13 0.2397 5.5361 1.0144
H1 -0.3568 5.4088 1.7520
H2 -0.1619 5.0500 0.2942
O14 -1.0951 3.0761 -3.4339
H3 -1.0902 2.8671 -4.3680
H4 -1.0418 4.0313 -3.4014
O15 3.5568 2.3139 1.8402
H5 2.9720 3.0300 2.0880
H6 4.4326 2.6992 1.8664
O16 4.2672 0.2115 -3.1182
H7 5.0399 0.7555 -2.9661
H8 4.5939 -0.6871 -3.0744

Cartesian forces (eV/Å) of the 3 atoms listed first:
Li -0.25 0.44 -0.64
Li -0.50 -0.18 -0.01
Li -0.43 -0.07 -0.26

***

[5]
Here is a molecular structure, H8LiO4 from the Open Molecules 2025 dataset. Energies are from wB97M-V/def2-TZVPD.

Net charge   +1
HOMO   -16.00 eV
Gap between HOMO and LUMO   0.464 Ha
Total energy   -8521.6497 eV

Element x y z (Å)
Li1 -0.1413 0.2063 0.1679
O1 -0.3883 -0.1461 -2.0054
H1 -0.7721 0.5186 -2.5926
H2 -0.4288 -0.9745 -2.4999
O2 -0.7638 -1.6220 1.0105
H3 -1.5970 -2.1005 0.8983
H4 -0.4816 -1.8226 1.9134
O3 -0.4756 2.1207 0.4911
H5 -1.1023 2.4997 1.1225
H6 -0.0111 2.8783 0.1105
O4 1.7461 -0.3420 0.2984
H7 2.5098 -0.7195 -0.1544
H8 1.9060 -0.4966 1.2397

Cartesian forces (eV/Å) of the 3 atoms listed first:
Li 0.03 -0.37 -0.66
O -0.14 0.15 0.19
H 0.07 -0.12 0.09

***

[6]
Here is a molecular structure, H8NaO4 from the Open Molecules 2025 dataset. Energies are from wB97M-V/def2-TZVPD.

Net charge   +1
HOMO   -15.82 eV
Gap between HOMO and LUMO   0.457 Ha
Total energy   -12732.6374 eV

Element x y z (Å)
Na1 0.1350 0.2939 -0.5251
O1 1.6854 -0.3615 -2.2815
H1 1.8530 -0.9729 -3.0111
H2 2.5590 -0.0108 -2.0518
O2 -1.6316 -1.4798 -0.4712
H3 -2.1228 -1.7842 -1.2478
H4 -2.0459 -1.9261 0.2782
O3 0.4003 -0.3937 1.8292
H5 0.7925 -1.2453 2.0720
H6 -0.3636 -0.2890 2.4119
O4 -0.4915 2.4205 0.7578
H7 -0.0413 3.2511 0.5487
H8 -0.7285 2.4978 1.6907

Cartesian forces (eV/Å) of the 3 atoms listed first:
Na -0.24 -0.18 0.28
O 0.26 0.18 0.30
H -0.16 0.09 0.13

***

[7]
Here is 4 unconnected molecules or ions with the total composition H8O3S2 in a non-equilibrium geometry from the Open Molecules 2025 dataset. Energies are from wB97M-V/def2-TZVPD.

Net charge   0
HOMO   -9.04 eV
Gap between HOMO and LUMO   0.345 Ha
Total energy   -27942.2451 eV
Structure (SMILES)   SS.O.O.O

Element x y z (Å)
S1 -2.2926 2.6184 1.4139
S2 -0.3226 3.2418 1.4846
H1 -1.9388 1.4484 0.9146
H2 -0.4143 4.3224 0.6756
O1 -0.1469 -0.0038 -3.0765
H3 0.4864 0.6978 -3.1986
H4 -0.6311 0.0228 -3.8844
O2 2.0462 1.9859 -0.8194
H5 2.3906 2.0391 -1.7415
H6 1.2676 1.4252 -0.7529
O3 -0.0130 -6.1237 3.2965
H7 0.3235 -6.1577 2.4007
H8 -0.7549 -5.5165 3.2874

Cartesian forces (eV/Å) of the 3 atoms listed first:
S 0.10 0.33 0.23
S 0.13 0.50 0.12
H -0.22 -0.50 -0.36

***

[8]
Here is 4 unconnected molecules or ions with the total composition H8O4 in a non-equilibrium geometry from the Open Molecules 2025 dataset. Energies are from wB97M-V/def2-TZVPD.

Net charge   0
HOMO   -10.79 eV
Gap between HOMO and LUMO   0.413 Ha
Total energy   -8319.7874 eV
Structure (SMILES)   O.O.O.O

Element x y z (Å)
O1 1.8114 1.3954 -1.2092
H1 1.7854 0.5084 -1.5142
H2 2.2214 1.8084 -1.9652
O2 -0.9806 0.1524 -0.5472
H3 -0.6336 0.3934 0.2868
H4 -0.6456 0.7734 -1.1862
O3 -1.8176 -2.3216 0.4698
H5 -1.7506 -2.5996 -0.4842
H6 -1.8786 -1.4066 0.4378
O4 0.2854 0.5944 1.9008
H7 0.4954 -0.3366 2.1368
H8 1.1074 1.0384 1.6738

Cartesian forces (eV/Å) of the 3 atoms listed first:
O -0.03 0.87 0.26
H -0.27 -1.64 -0.01
H 0.26 0.74 -0.21

***

[9]
Here is 4 unconnected molecules or ions with the total composition H8O4 in a non-equilibrium geometry from the Open Molecules 2025 dataset. Energies are from wB97M-V/def2-TZVPD.

Net charge   0
HOMO   -10.97 eV
Gap between HOMO and LUMO   0.431 Ha
Total energy   -8319.6879 eV
Structure (SMILES)   O.O.O.O

Element x y z (Å)
O1 -0.0482 1.1883 1.3428
H1 0.6212 0.7578 1.8115
H2 -0.6845 0.4795 1.3247
O2 -0.5483 -1.9879 1.0020
H3 0.0673 -1.8072 0.2328
H4 -1.0448 -2.7747 0.8663
O3 0.2920 -1.0800 -1.3705
H5 0.6364 -0.1511 -1.2138
H6 -0.5917 -1.2159 -1.8578
O4 0.5863 1.8929 -0.9101
H7 0.5096 2.8479 -1.2022
H8 0.2047 1.8505 -0.0256

Cartesian forces (eV/Å) of the 3 atoms listed first:
O -1.67 0.53 0.25
H 2.18 -0.65 1.21
H -0.96 -0.48 -0.31

***

[10]
Here is 4 unconnected molecules or ions with the total composition H8O4 from the Open Molecules 2025 dataset. Energies are from wB97M-V/def2-TZVPD.

Net charge   0
HOMO   -11.31 eV
Gap between HOMO and LUMO   0.441 Ha
Total energy   -8319.5826 eV
Structure (SMILES)   O.O.O.O

Element x y z (Å)
O1 -2.0161 -3.5934 -0.7657
H1 -2.6313 -3.7430 -0.0478
H2 -2.5695 -3.5076 -1.5420
O2 2.9904 -0.2582 3.4333
H3 3.7532 -0.8071 3.2517
H4 2.4866 -0.7535 4.0791
O3 -1.1304 4.5114 -2.5984
H5 -0.9932 4.0760 -3.4397
H6 -0.7823 3.8981 -1.9512
O4 0.2536 0.3995 -0.3261
H7 0.7506 0.2294 0.4741
H8 -0.1117 -0.4517 -0.5672

Cartesian forces (eV/Å) of the 3 atoms listed first:
O 0.26 0.06 0.02
H -0.13 -0.04 0.22
H -0.11 0.02 -0.23

***

[11]
Here is a molecular structure, H8O4 in a non-equilibrium geometry from the Open Molecules 2025 dataset. Energies are from wB97M-V/def2-TZVPD.

Net charge   0
HOMO   -10.45 eV
Gap between HOMO and LUMO   0.415 Ha
Total energy   -8318.8322 eV

Element x y z (Å)
O1 0.6645 -0.6979 -1.1271
H1 -0.4177 -0.3372 -1.1423
O2 -1.4601 0.3460 -0.9616
H2 -1.2268 0.3842 0.3591
H3 -2.2980 0.1664 -1.3814
O3 -0.7235 0.1508 1.3067
H4 -1.2808 -0.0041 2.0692
H5 0.4104 0.2741 1.2598
O4 1.5878 0.2685 0.8833
H6 1.2064 -0.2958 -0.2308
H7 2.4731 0.6093 0.9507
H8 1.0646 -0.8643 -1.9853

Cartesian forces (eV/Å) of the 3 atoms listed first:
O -0.13 -0.87 -0.19
H -0.60 0.58 -0.43
O 0.42 0.21 0.32

***

[12]
Here is 4 unconnected molecules or ions with the total composition H8O4 from the Open Molecules 2025 dataset. Energies are from wB97M-V/def2-TZVPD.

Net charge   0
HOMO   -10.92 eV
Gap between HOMO and LUMO   0.410 Ha
Total energy   -8319.8305 eV
Structure (SMILES)   O.O.O.O

Element x y z (Å)
O1 5.7329 7.8322 -19.1378
H1 5.5796 7.8535 -20.0888
H2 6.6748 8.0487 -19.0231
O2 9.8269 11.6932 -17.6124
H3 10.4203 11.6874 -18.3744
H4 9.3037 12.4981 -17.7098
O3 8.2264 9.2199 -18.6968
H5 8.6658 9.9033 -18.1667
H6 7.6880 9.7152 -19.3275
O4 10.1487 7.5086 -17.8168
H7 9.8567 7.9387 -17.0079
H8 9.4618 7.7229 -18.4671

Cartesian forces (eV/Å) of the 3 atoms listed first:
O 0.32 0.17 -0.19
H 0.00 -0.09 0.11
H -0.45 -0.22 0.16